Record 1
An isolated molecule of C5H12O2. Source: the OMol25 dataset; level of theory: ωB97M-V/def2-TZVPD.

* SMILES: CC[C@@H](O)CCO
* total energy: -9474.372 eV
* charge: 0
* energy relative to the best compared isomer or geometry (same formula, charge and spin): 0.763 eV

Geometry as XYZ:
```
19
Properties=species:S:1:pos:R:3:mulliken_charge:R:1
C -0.67 -1.14 2.18 -1.2312
C -0.78 -0.12 1.05 -0.5383
C 0.55 0.17 0.36 0.0072
O 1.01 -1.06 -0.19 -0.6026
C 0.43 1.27 -0.72 -0.6756
C 0.20 0.72 -2.13 -0.4966
O -0.85 -0.22 -2.20 -0.5465
H -1.61 -1.22 2.73 0.3690
H -0.41 -2.13 1.79 0.2892
H 0.11 -0.85 2.89 0.3005
H -1.16 0.83 1.45 0.3640
H -1.50 -0.45 0.29 0.2950
H 1.26 0.50 1.14 0.4922
H 1.94 -0.95 -0.44 0.3097
H 1.33 1.89 -0.74 0.3160
H -0.40 1.94 -0.45 0.3368
H 1.14 0.28 -2.50 0.2514
H -0.06 1.54 -2.80 0.3906
H -0.51 -1.01 -1.74 0.3692
```

=====

Record 2
A cluster of 2 separate species, C5H12O2 in total. Source: the OMol25 dataset; level of theory: ωB97M-V/def2-TZVPD.

* SMILES: CC/C=C(\C)O.O
* total energy: -9473.869 eV
* charge: 0
* energy relative to the best compared isomer or geometry (same formula, charge and spin): 1.267 eV

Geometry as XYZ:
```
19
Properties=species:S:1:pos:R:3:mulliken_charge:R:1
C 2.25 0.41 1.05 -1.3227
C 1.12 0.75 0.07 -0.1811
C 0.32 -0.44 -0.36 -0.5644
C -0.89 -0.41 -0.92 0.3106
C -1.62 0.85 -1.30 -1.2073
O -1.43 -1.60 -1.36 -0.5017
H 1.83 0.03 1.99 0.2990
H 2.92 -0.34 0.63 0.3382
H 2.85 1.30 1.28 0.3677
H 0.47 1.51 0.53 0.2669
H 1.55 1.21 -0.83 0.3124
H 0.78 -1.42 -0.25 0.5256
H -1.38 1.04 -2.35 0.3008
H -2.71 0.75 -1.21 0.4236
H -1.30 1.71 -0.71 0.2604
H -2.39 -1.58 -1.29 0.3329
O -0.74 -0.89 2.07 -0.6798
H -0.43 -1.80 1.95 0.3303
H -1.01 -0.64 1.17 0.3886
```

=====

Record 3
A cluster of 2 separate species, C5H12O2 in total. Source: the OMol25 dataset; level of theory: ωB97M-V/def2-TZVPD.

* SMILES: CC/C=C(\C)O.O
* total energy: -9474.058 eV
* charge: 0
* energy relative to the best compared isomer or geometry (same formula, charge and spin): 1.078 eV

Geometry as XYZ:
```
19
Properties=species:S:1:pos:R:3:mulliken_charge:R:1
C -0.23 -0.87 2.33 -1.2807
C -0.82 -0.63 0.94 -0.1859
C -0.26 0.60 0.27 -0.7419
C -0.23 0.85 -1.04 0.5553
C -0.81 -0.04 -2.10 -1.1951
O 0.27 2.06 -1.45 -0.4942
H 0.85 -1.06 2.26 0.3029
H -0.38 0.00 2.98 0.3365
H -0.70 -1.73 2.82 0.3682
H -0.63 -1.52 0.32 0.2416
H -1.91 -0.55 1.02 0.3092
H 0.15 1.37 0.92 0.4797
H -1.84 0.26 -2.32 0.2867
H -0.24 0.02 -3.04 0.4417
H -0.83 -1.09 -1.79 0.2570
H 0.60 1.98 -2.35 0.3240
O 2.50 -0.37 0.18 -0.6833
H 2.65 0.48 0.60 0.3337
H 1.66 -0.22 -0.28 0.3446
```

=====

Record 4
A cluster of 2 separate species, C5H12O2 in total. Source: the OMol25 dataset; level of theory: ωB97M-V/def2-TZVPD.

* SMILES: C/C=C(/O)CCO.[H][H]
* total energy: -9473.004 eV
* charge: 0
* energy relative to the best compared isomer or geometry (same formula, charge and spin): 2.132 eV

Geometry as XYZ:
```
19
Properties=species:S:1:pos:R:3:mulliken_charge:R:1
C -2.48 0.92 -0.20 -1.1087
C -1.64 0.11 0.75 -0.3436
C -0.32 -0.11 0.67 0.3875
O 0.29 -0.85 1.64 -0.6010
C 0.55 0.41 -0.46 -0.2891
C 2.04 0.53 -0.17 -0.6663
O 2.55 -0.75 0.22 -0.5618
H -3.19 0.29 -0.74 0.2671
H -3.07 1.67 0.34 0.3014
H -1.88 1.44 -0.95 0.2706
H -2.15 -0.37 1.58 0.3883
H 1.18 -1.08 1.33 0.4494
H 0.20 1.41 -0.74 0.2691
H 0.42 -0.23 -1.34 0.2364
H 2.22 1.27 0.62 0.3534
H 2.55 0.86 -1.08 0.3491
H 3.43 -0.62 0.60 0.2992
H -0.71 -2.38 -1.04 0.0323
H 0.02 -2.51 -1.04 -0.0333
```

=====

Record 5
A cluster of 2 separate species, C5H12O2 in total. Source: the OMol25 dataset; level of theory: ωB97M-V/def2-TZVPD.

* SMILES: CC/C=C/CO.O
* total energy: -9473.871 eV
* charge: 0
* energy relative to the best compared isomer or geometry (same formula, charge and spin): 1.264 eV

Geometry as XYZ:
```
19
Properties=species:S:1:pos:R:3:mulliken_charge:R:1
C -1.09 0.82 -2.21 -1.1561
C 0.32 0.82 -1.62 -0.2823
C 0.32 0.55 -0.14 -0.0031
C 1.22 -0.19 0.50 -0.5773
C 1.20 -0.42 1.99 -0.4702
O -0.11 -0.21 2.48 -0.4913
H -1.06 1.08 -3.28 0.3507
H -1.57 -0.15 -2.09 0.3099
H -1.72 1.56 -1.71 0.2961
H 0.79 1.80 -1.80 0.2727
H 0.96 0.08 -2.12 0.2725
H -0.50 0.99 0.43 0.2830
H 2.05 -0.65 -0.04 0.2716
H 1.90 0.28 2.48 0.3283
H 1.56 -1.43 2.22 0.3042
H -0.08 -0.23 3.45 0.2732
O -1.73 -1.75 0.33 -0.6689
H -1.63 -1.25 1.15 0.3338
H -0.83 -1.71 -0.02 0.3531
```

=====

Record 6
An isolated molecule of C5H12O2 in a non-equilibrium geometry. Source: the OMol25 dataset; level of theory: ωB97M-V/def2-TZVPD.

* SMILES: CC[C@@H](O)CCO
* total energy: -9473.323 eV
* charge: 0
* energy relative to the best compared isomer or geometry (same formula, charge and spin): 1.812 eV

Geometry as XYZ:
```
19
Properties=species:S:1:pos:R:3:mulliken_charge:R:1
C -1.08 -1.09 -2.05 -1.1536
C 0.31 -0.62 -1.54 -0.3110
C 0.38 -0.53 -0.04 0.1093
O 1.72 -0.70 0.39 -0.6028
C -0.18 0.83 0.32 -0.7408
C -0.15 1.05 1.87 -0.4196
O 1.20 1.21 2.30 -0.5804
H -1.26 -0.60 -3.01 0.3283
H -1.19 -2.17 -2.21 0.3108
H -1.88 -0.80 -1.36 0.2950
H 0.55 0.53 -1.83 0.1461
H 1.10 -1.30 -1.90 0.3607
H -0.30 -1.25 0.44 0.2671
H 1.90 -0.02 1.06 0.4348
H -1.24 0.87 0.02 0.2651
H 0.33 1.50 -0.56 0.3519
H -0.60 0.19 2.43 0.3191
H -0.77 1.91 2.15 0.3136
H 1.26 1.03 3.24 0.3064
```